(1)
{
  "formula": "C26H35BrN4O6PRuS",
  "method": "ωB97M-V with the def2-TZVPD basis set",
  "e_tot_ha": -5090.86877,
  "e_above_lowest_kj_mol": 0.0,
  "multiplicity": 2,
  "symbols": ["Ru", "C", "C", "C", "C", "C", "Br", "N", "C", "H", "H", "H", "H", "H", "H", "C", "N", "C", "C", "N", "C", "S", "H", "H", "H", "H", "H", "H", "O", "C", "O", "C", "C", "C", "C", "C", "C", "H", "H", "H", "H", "H", "C", "C", "C", "C", "O", "P", "O", "O", "O", "C", "C", "C", "C", "H", "H", "H", "H", "H", "H", "H", "H", "H", "H", "H", "H", "H", "H", "H", "H", "H", "H", "N", "C"],
  "positions_angstrom": [[0.24645, -0.59531, 0.28442], [-4.30927, 2.23154, 1.35887], [-2.88168, 1.99726, 1.76170], [-2.27861, 2.66881, 2.81462], [-0.96438, 2.39985, 3.14070], [-0.28072, 1.46020, 2.39270], [1.49294, 1.02466, 2.78958], [-0.83152, 0.80737, 1.36953], [-2.10997, 1.07749, 1.07269], [-4.80583, 2.90494, 2.05579], [-4.86631, 1.29417, 1.33722], [-4.36594, 2.67352, 0.36324], [-2.83897, 3.39929, 3.38547], [-0.46574, 2.89956, 3.95747], [-2.54448, 0.51128, 0.26461], [-0.91782, -3.83818, -2.08982], [-0.27439, -2.80610, -2.89500], [0.67113, -2.99825, -3.87949], [1.13433, -1.77943, -4.23934], [0.44949, -0.86540, -3.47589], [-0.38901, -1.50015, -2.64333], [-1.36521, -0.74056, -1.45662], [-0.63984, -4.80664, -2.49755], [-1.99676, -3.71402, -2.12655], [-0.58460, -3.74745, -1.05649], [0.94857, -3.97998, -4.21730], [1.88838, -1.49672, -4.95042], [0.59895, 0.13475, -3.40442], [1.25492, -2.10093, -0.71479], [2.44322, -1.62164, -0.70927], [2.69510, -0.57936, -0.08821], [3.47797, -2.30521, -1.53920], [3.52849, -3.69031, -1.63201], [4.47230, -4.29370, -2.45011], [5.35054, -3.51457, -3.19220], [5.29639, -2.12989, -3.10206], [4.36827, -1.52467, -2.26727], [2.82677, -4.28597, -1.06485], [4.52301, -5.37360, -2.50994], [6.08266, -3.98715, -3.83463], [5.98557, -1.52154, -3.67384], [4.32733, -0.44713, -2.16379], [-0.30061, -6.53737, 2.05131], [0.40528, -5.19748, 2.18228], [0.86104, -4.96947, 3.61674], [1.57874, -5.10206, 1.21878], [-0.58789, -4.22271, 1.75858], [-0.57398, -2.66611, 2.13710], [0.80492, -2.07343, 2.05242], [-1.54092, -1.99474, 1.20266], [-1.05059, -2.60182, 3.65816], [-2.42927, -2.57901, 4.11566], [-3.26018, -3.64136, 3.40805], [-2.99525, -1.18462, 3.88046], [-2.33257, -2.87816, 5.60307], [0.36326, -7.34659, 2.35903], [-0.60293, -6.70845, 1.01702], [-1.19163, -6.55809, 2.67992], [1.60738, -5.72409, 3.87145], [0.02688, -5.05660, 4.31303], [1.31450, -3.98590, 3.73691], [2.30197, -5.89562, 1.41715], [2.06598, -4.13213, 1.31825], [1.21399, -5.20334, 0.19447], [-3.32111, -3.44326, 2.33840], [-4.26998, -3.64499, 3.82236], [-2.82222, -4.62929, 3.55773], [-3.00056, -0.95961, 2.81496], [-2.38741, -0.44130, 4.40031], [-4.01723, -1.12762, 4.26104], [-1.92655, -3.87747, 5.76467], [-3.32050, -2.82441, 6.06310], [-1.67804, -2.15480, 6.08979], [0.93709, 1.84938, -1.54014], [0.67784, 0.95093, -0.85772]],
  "mulliken_charge": [-0.257, -1.509, 0.685, -0.411, -0.747, 0.105, -0.037, 0.477, -0.689, 0.399, 0.342, 0.333, 0.393, 0.469, 0.618, -0.992, 0.383, -0.154, -0.756, 0.269, -0.052, -0.468, 0.348, 0.226, 0.395, 0.466, 0.428, 0.325, 0.468, 0.473, -0.593, -0.027, 0.280, -0.812, -0.401, -0.617, -0.705, 0.521, 0.417, 0.398, 0.414, 0.489, -1.796, 1.690, -1.537, -1.404, -0.494, 2.565, -1.294, -0.902, -0.529, 1.702, -1.408, -1.401, -1.777, 0.383, 0.351, 0.388, 0.529, 0.250, 0.283, 0.502, 0.279, 0.244, 0.195, 0.551, 0.200, 0.118, 0.325, 0.545, 0.405, 0.392, 0.368, -0.931, 0.311]
}

(2)
{
  "formula": "C26H35F3N9O3RbS2",
  "method": "ωB97M-V with the def2-TZVPD basis set",
  "total_charge": -2,
  "e_tot_ha": -2850.26768,
  "e_above_lowest_kj_mol": 126.2,
  "symbols": ["Rb", "C", "C", "N", "C", "C", "C", "C", "C", "C", "C", "N", "C", "C", "N", "N", "H", "H", "H", "H", "H", "H", "H", "H", "H", "H", "H", "H", "H", "H", "H", "H", "H", "H", "F", "C", "F", "F", "C", "C", "O", "H", "H", "H", "O", "S", "O", "N", "C", "S", "C", "C", "C", "C", "C", "C", "H", "H", "H", "H", "C", "C", "C", "C", "N", "C", "N", "N", "N", "H", "H", "H", "H", "H", "H", "H", "H", "H", "H"],
  "positions_angstrom": [[-0.39199, 0.38269, -0.14588], [-1.42852, -2.59933, -2.43219], [-2.69436, -2.67653, -1.59380], [-2.86924, -1.45944, -0.82822], [-3.70433, -1.61756, 0.36629], [-2.91971, -2.27946, 1.51781], [-3.55669, -3.19408, 2.36108], [-2.76849, -3.95230, 3.24336], [-1.39573, -3.73359, 3.28953], [-0.84648, -2.76797, 2.41027], [0.64797, -2.53637, 2.42801], [1.14295, -2.02821, 1.18627], [1.32794, -3.02410, 0.12247], [0.11116, -3.39871, -0.70851], [-0.35503, -2.32949, -1.56018], [-1.61891, -2.03393, 1.62724], [-1.55806, -1.78859, -3.16184], [-1.43353, -3.57332, -2.95873], [-2.65773, -3.43851, -0.79407], [-3.59863, -2.89717, -2.22886], [-3.19843, -0.67865, -1.39248], [-4.62581, -2.25588, 0.20100], [-4.11348, -0.63910, 0.63703], [-4.61920, -3.38319, 2.24549], [-3.22473, -4.63897, 3.90085], [-0.78587, -4.29711, 3.94275], [1.14466, -3.43850, 2.80204], [0.88069, -1.76685, 3.18533], [2.06597, -1.60966, 1.26162], [1.73843, -3.97929, 0.55401], [2.03884, -2.66017, -0.60596], [-0.76741, -3.77356, -0.02877], [0.36996, -4.33892, -1.24176], [0.47920, -1.93378, -1.99478], [-4.29313, 2.84329, -1.21044], [-4.37888, 1.83975, -0.12202], [-2.94988, 1.76802, 0.17132], [-4.87037, 2.53786, 0.92708], [2.24275, 0.50102, -4.01231], [1.56048, 0.33167, -2.57280], [2.07263, -0.46978, -1.82646], [1.41690, 0.42592, -4.78131], [3.12005, -0.17409, -4.16959], [2.62503, 1.53266, -4.03995], [8.54387, -0.12917, 6.74902], [7.15708, -0.46102, 7.00119], [6.61349, 0.01822, 8.25359], [6.77942, -2.06529, 6.80300], [5.92898, -2.24647, 5.80093], [5.23145, -3.75831, 5.51423], [5.61095, -0.97419, 5.08454], [4.90158, -0.83549, 3.92416], [4.75585, 0.42946, 3.31985], [5.33590, 1.51743, 3.99088], [6.03735, 1.40604, 5.14190], [6.17900, 0.14874, 5.70489], [4.49298, -1.77373, 3.51290], [4.39529, 0.58034, 2.31490], [5.31622, 2.45759, 3.49150], [6.40085, 2.31549, 5.60983], [-1.64310, 3.05764, -3.39128], [-1.54988, 4.56154, -3.32605], [-0.64199, 4.94791, -4.54054], [-2.82608, 5.35280, -3.34234], [-3.81161, 4.82268, -4.28855], [-4.56682, 3.71633, -4.12026], [-5.21557, 3.51338, -5.25106], [-4.76701, 4.48438, -6.15274], [-4.01932, 5.28813, -5.59488], [-0.66734, 2.58631, -3.12344], [-1.88259, 2.67334, -4.40624], [-2.36097, 2.66373, -2.64950], [-1.06135, 4.75730, -2.40241], [-1.17334, 4.88061, -5.49262], [0.25304, 4.31142, -4.58614], [-0.38153, 5.96798, -4.45730], [-2.71269, 6.41140, -3.59800], [-3.23767, 5.25524, -2.31420], [-4.77540, 3.32152, -3.14972]],
  "mulliken_charge": [0.612, -1.007, -0.926, 0.404, -0.815, 0.645, -0.830, -0.536, -1.013, 0.816, -1.355, 0.273, -1.238, -0.564, 0.508, 0.305, 0.379, 0.342, 0.431, 0.319, 0.160, 0.145, 0.182, 0.391, 0.463, 0.496, 0.363, 0.345, 0.211, 0.301, 0.560, 0.207, 0.287, 0.003, -0.119, -0.691, -0.102, -0.263, -1.252, 0.283, -0.572, 0.218, 0.312, 0.281, -0.660, 1.163, -0.671, -0.556, 0.129, -0.483, 0.202, -0.156, -0.731, -0.305, -0.735, 0.267, 0.351, 0.454, 0.363, 0.374, -1.063, 0.945, -1.615, -1.004, 0.567, 0.027, -0.458, -0.425, -0.355, 0.403, 0.207, -0.002, 0.323, 0.344, 0.385, 0.450, 0.398, 0.350, 0.555]
}